Run a
DFT (ωB97M-V/def2-TZVPD) results for 7 unconnected molecules or ions with the total composition H13O7.

Cartesian coordinates (Å):
O 1.54074 -1.69074 0.25144
H 0.67893 -1.65978 0.80455
O -0.65869 -1.05978 1.80991
H -0.16171 -0.20743 1.82474
H -1.36184 -0.95782 1.05829
O 2.81125 0.64911 0.49529
H 2.12611 1.32973 0.29116
H 2.39681 -0.26460 0.42701
O -0.09011 -0.59957 -1.64996
H 1.15093 -1.39196 -0.58909
H -0.20827 -0.91134 -2.55686
O 0.81977 1.77109 -0.80825
H 0.56121 0.78204 -1.03954
H 1.31757 1.98423 -1.61320
O -2.13777 -0.59335 -0.19766
H -2.70626 -1.34877 -0.38930
H -1.10906 -0.77735 -0.78010
O -1.84002 1.80141 1.17690
H -1.06376 2.18056 0.75337
H -2.06581 0.96434 0.73128

HOMO-LUMO gap: 9.780 eV
molecular weight: 125.10 g/mol
net charge: -1
HOMO energy: -6.22 eV

***

Run b
DFT (ωB97M-V/def2-TZVPD) results for 7 unconnected molecules or ions with the total composition H13O7.

Cartesian coordinates (Å):
O 51.81700 21.11800 18.92200
H 52.40900 21.13300 19.67100
O 53.17700 22.66300 17.84300
H 52.82800 23.64200 17.97000
H 52.43300 22.03200 18.15100
O 50.16300 20.23400 16.84900
H 50.72300 20.70200 17.50000
H 50.55000 19.49100 16.49000
O 53.35300 19.26000 18.13200
H 52.69000 18.82600 17.58800
H 52.94500 20.00500 18.28100
O 50.01700 22.78700 20.02300
H 50.35000 22.63100 20.95100
H 50.72400 22.15800 19.61600
O 55.02300 23.03600 19.87300
H 55.82400 22.53500 19.60100
H 54.33300 22.74200 19.31200
O 50.41700 19.24100 20.35600
H 51.05800 19.88900 19.67300
H 49.55200 19.53900 20.31600

HOMO-LUMO gap: 10.064 eV
molecular weight: 125.10 g/mol
net charge: -1
HOMO energy: -6.34 eV

***

run a is the most stable structure; the next one sits 33.3 kcal/mol above it.

***

Run a
DFT (ωB97M-V/def2-TZVPD) results for a single C3H3N3S molecule.

Cartesian coordinates (Å):
C -0.14638 0.19138 0.71486
C 0.57588 -0.97019 0.43946
C -0.50290 0.71367 -0.60099
N -0.04045 0.69466 1.89326
N 0.75101 -2.10929 0.12396
N -0.68117 -0.17279 -1.52587
S -0.21583 2.39001 -0.73101
H -0.58213 1.54571 2.10396
H 1.49917 -2.76127 -0.02695
H -0.65721 0.47812 -2.39069

HOMO-LUMO gap (alpha / beta): 5.106 / 5.108 eV
molecular weight: 113.14 g/mol
HOMO energy (alpha / beta): -7.69 / -7.70 eV

***

Run b
DFT (ωB97M-V/def2-TZVPD) results for a molecular structure, C3H3N3S.

Cartesian coordinates (Å):
C -1.00217 -0.70212 -0.99898
C -0.73533 0.39624 1.07354
C 1.22555 -0.11252 -0.70482
N 0.30340 -0.66467 -1.36800
N -1.49925 -0.06912 0.07368
N 0.56144 0.33094 1.01143
S 2.79111 0.20147 -0.67816
H -1.58981 -0.98447 -1.76992
H -1.33596 0.91038 1.81061
H 1.28101 0.69386 1.55063

HOMO-LUMO gap: 8.134 eV
molecular weight: 113.14 g/mol
HOMO energy: -9.04 eV

***

Run c
DFT (ωB97M-V/def2-TZVPD) results for a single C3H3N3S molecule.

Cartesian coordinates (Å):
C -0.94811 0.36825 -0.00370
C -1.11067 -1.00631 0.03938
C 0.28115 1.03448 -0.03965
N -0.03816 -1.77971 0.00988
N 1.11535 -1.69927 -0.02901
N 1.45032 0.43064 -0.01990
S 2.89393 1.03552 0.02562
H -1.84169 0.97703 -0.00511
H -2.07372 -1.48565 0.09548
H 0.27161 2.12502 -0.07298

HOMO-LUMO gap (alpha / beta): 6.505 / 6.500 eV
molecular weight: 113.14 g/mol
HOMO energy (alpha / beta): -7.76 / -7.75 eV

***

Run d
DFT (ωB97M-V/def2-TZVPD) results for a single C3H3N3S molecule.

Cartesian coordinates (Å):
C -1.13968 0.61179 0.34047
C 0.88790 -1.05477 0.14631
C 1.21216 1.02564 -0.11934
H -1.22380 1.62687 0.57269
H 0.20503 -1.98363 0.56302
H 1.16536 2.03502 0.05342
N 0.21425 0.15243 0.05379
N 2.14748 -0.86872 -0.05726
N 2.36721 0.44025 -0.13364
S -2.43822 -0.20262 -0.15212

HOMO-LUMO gap: 8.581 eV
molecular weight: 113.15 g/mol
HOMO energy: -9.92 eV

***

run b is the most stable structure; the next one sits 6.7 kcal/mol above it.

***

Run a
DFT (ωB97M-V/def2-TZVPD) results for 3 unconnected molecules or ions with the total composition C3H14NO3.

Cartesian coordinates (Å):
O 0.86555 1.15212 1.55425
C -0.36300 0.58290 1.60535
C -1.08410 0.67457 0.24800
N -0.23738 0.14389 -0.93750
C -0.45457 0.68207 -2.27412
H 0.82052 1.96754 1.13127
H -0.14415 -0.50876 1.80939
H -0.94052 1.03541 2.50098
H -1.33628 1.72194 0.16816
H -1.96914 0.04763 0.25173
H -0.42910 -0.93970 -0.80346
H 0.71700 0.24021 -0.49833
H 0.13885 0.03653 -2.95227
H -0.13746 1.75435 -2.29607
H -1.46434 0.53477 -2.55847
H 2.06819 -0.47398 1.20057
H 2.93684 -0.33644 -0.02164
O 2.11681 -0.64135 0.13810
H -1.05402 -2.54112 0.91886
H 0.37195 -2.75241 0.63132
O -0.42167 -2.38014 0.18389

HOMO-LUMO gap: 11.789 eV
molecular weight: 112.15 g/mol
net charge: +1
HOMO energy: -14.78 eV

***

Run b
DFT (ωB97M-V/def2-TZVPD) results for 4 unconnected molecules or ions with the total composition C3H14NO3.

Cartesian coordinates (Å):
C 0.33098 2.53741 1.96818
C 0.35750 1.05865 1.78870
C 0.57180 0.46500 0.62499
N 0.51203 -1.01280 0.55896
H -0.32574 3.08161 1.27920
H -0.02852 2.86374 2.93265
H 1.37166 2.89223 1.88742
H 0.21170 0.41823 2.64418
H 0.80527 0.90683 -0.32120
H 1.18468 -1.58766 1.05775
H -0.45874 -1.35238 0.78031
H 0.50965 -1.24735 -0.45739
H -2.58413 -2.35193 0.99799
H -2.77342 -0.87640 1.13413
O -2.20340 -1.51883 0.69047
H -1.32242 -2.36034 -1.45358
H -0.47229 -1.91116 -2.63820
O -0.40948 -2.23904 -1.74141
H 2.08205 1.38156 -3.46033
H 1.03911 2.23461 -2.77549
O 1.28446 1.32159 -2.90454

HOMO-LUMO gap: 11.065 eV
molecular weight: 112.15 g/mol
net charge: +1
HOMO energy: -14.00 eV

***

run b is the most stable structure; the next one sits 22.8 kcal/mol above it.

***

Run a
DFT (ωB97M-V/def2-TZVPD) results for 21 unconnected molecules or ions with the total composition C9H58NO21.

Cartesian coordinates (Å):
C -7.23025 10.14636 -18.77975
C -6.57943 10.84052 -19.95711
C -6.87443 9.90684 -21.13419
C -6.46824 10.42830 -22.52064
C -7.20806 11.75289 -22.72280
C -6.81571 12.74240 -21.59679
N -7.14926 12.15223 -20.27588
O -7.12365 12.98645 -19.14138
C -7.88043 13.85235 -21.77737
C -5.42742 13.36938 -21.79978
C -5.03876 10.85485 -19.78748
H -6.74505 10.46617 -17.84999
H -7.13450 9.06414 -18.89244
H -8.28792 10.37446 -18.63957
H -7.95043 9.70674 -21.20844
H -6.40506 8.91807 -21.11619
H -6.80004 9.68215 -23.24924
H -5.40138 10.60418 -22.69449
H -8.26337 11.50912 -22.55634
H -7.20302 12.10275 -23.75770
H -8.86136 13.46233 -21.51769
H -7.86822 14.25840 -22.79614
H -7.67938 14.70768 -21.13387
H -5.39562 14.11457 -22.59556
H -4.62069 12.64723 -21.93433
H -5.16226 13.86850 -20.86114
H -4.39718 11.05941 -20.64429
H -4.75112 9.88742 -19.36483
H -4.83469 11.68075 -19.09839
O -10.24127 16.08877 -20.99670
H -10.83629 15.31583 -21.10192
H -9.60183 15.82440 -20.32347
O -1.17146 10.95570 -19.53046
H -1.94749 11.16368 -18.99839
H -1.52741 10.65821 -20.38626
O -10.40975 11.44364 -24.26464
H -9.87255 10.70660 -24.57392
H -9.90787 12.23017 -24.50646
O -8.16666 12.67789 -16.92278
H -8.12332 13.62598 -16.75329
H -7.63993 12.55630 -17.74989
O -5.82948 5.68400 -20.97067
H -5.13606 6.37034 -20.90256
H -6.45922 6.03767 -21.61939
O -11.71490 13.70597 -20.67612
H -11.04075 13.15827 -20.20473
H -12.20890 14.13361 -19.96921
O -4.17631 7.84923 -21.25874
H -4.70957 8.65632 -21.29950
H -3.66140 7.85070 -22.07411
O -4.38878 16.76726 -19.93559
H -3.58847 16.77351 -20.46740
H -5.11562 16.85229 -20.58259
O -7.27378 15.79007 -18.89772
H -6.73367 16.11436 -19.62352
H -7.35282 14.82482 -19.07889
O -1.66199 7.93598 -19.89931
H -1.78534 8.32172 -19.02605
H -2.48017 8.14270 -20.37712
O -9.05087 14.02354 -25.77685
H -9.97816 14.19079 -25.98224
H -8.95684 14.27833 -24.84933
O -1.95449 10.49733 -22.18286
H -1.06477 10.55742 -22.55258
H -2.45660 10.00246 -22.83623
O -5.93521 11.51286 -15.49196
H -6.48467 10.78936 -15.80384
H -6.02658 12.18652 -16.17325
O -4.44049 14.47121 -18.07111
H -4.79724 13.71689 -18.55605
H -5.10671 15.16187 -18.18507
O -5.10642 8.44011 -16.22752
H -5.30350 8.58677 -15.29614
H -5.90320 8.71890 -16.69187
O -10.41420 8.86851 -22.30540
H -11.15161 9.48329 -22.22718
H -10.25192 8.56204 -21.39815
O -9.88266 12.26619 -19.22598
H -9.40437 12.46478 -18.41338
H -9.14967 12.03047 -19.81212
O -7.65353 6.83294 -22.91252
H -8.07244 7.52729 -22.38583
H -8.06686 6.90619 -23.77857
O -10.11097 8.12792 -19.53695
H -9.17145 7.95535 -19.39724
H -10.52772 7.90518 -18.69879
O -6.37362 17.10055 -21.78611
H -6.61526 16.32476 -22.30897
H -6.87882 17.82546 -22.16888

HOMO-LUMO gap: 6.277 eV
molecular weight: 516.55 g/mol
net charge: -1
HOMO energy: -4.63 eV

***

Run b
DFT (ωB97M-V/def2-TZVPD) results for a molecular structure, C9H58NO21.

Cartesian coordinates (Å):
C 1.41990 -1.26732 -1.27339
C 0.31607 -0.37379 -0.70762
C -0.87068 -1.43739 -0.60184
C -2.07623 -0.77530 0.13997
C -1.65557 -0.22161 1.50348
C -0.52825 0.81882 1.42613
N 0.61919 0.28250 0.61439
O 1.92851 0.95159 0.70294
C -0.10152 0.86507 2.92670
C -0.99293 2.20055 0.93854
C -0.10423 0.67582 -1.76167
H 2.27527 -0.65810 -1.56545
H 1.09633 -1.67495 -2.23112
H 1.80295 -1.99415 -0.55710
H -0.59578 -2.43792 -0.26799
H -1.19089 -1.66016 -1.61965
H -2.76648 -1.60470 0.29411
H -2.43515 0.13007 -0.34948
H -1.18221 -1.02834 2.06312
H -2.53976 0.20969 1.97283
H 0.66836 1.61135 3.12275
H 0.38869 -0.02628 3.31822
H -0.98966 1.15077 3.49033
H -1.48937 2.21272 -0.03176
H -0.19745 2.92239 0.75342
H -1.66215 2.74187 1.60729
H 0.14754 1.72054 -1.57921
H -1.15634 0.73731 -2.03984
H 0.32183 0.52431 -2.75344
O -0.83016 3.04173 -2.23165
H -1.25059 2.71075 -3.02533
H -0.25809 2.32867 -1.94789
O -0.15599 -2.81552 -2.83726
H 0.69043 -3.17167 -2.56714
H -0.27052 -3.12438 -3.73600
O 2.39402 1.23326 2.96020
H 1.95635 1.07963 2.12291
H 2.61495 0.35838 3.27959
O -2.47792 -3.03507 -2.66301
H -1.57449 -3.00715 -2.97810
H -2.59503 -2.20754 -2.19641
O 0.28117 -0.44651 -3.92253
H -0.16548 -0.91923 -3.22021
H 0.86158 -1.09676 -4.31816
O 2.10996 1.30250 -2.49321
H 1.55927 1.35900 -1.71233
H 2.48599 0.42294 -2.45858
O 3.55204 -1.49999 -0.36411
H 2.84630 -1.24910 0.23189
H 3.53098 -2.45693 -0.37164
O 2.18706 2.99336 1.11374
H 3.02955 2.57538 0.93556
H 1.55067 2.27984 1.06768
O -0.29305 4.78288 1.22930
H 0.37338 4.19101 1.57827
H -0.40233 4.51072 0.31813
O -0.55869 1.43741 -4.05947
H -1.40163 1.07469 -3.78724
H 0.09082 0.84219 -3.68517
O -0.16469 -2.52691 2.46439
H 0.39419 -1.76652 2.62466
H 0.40291 -3.15079 2.01179
O -4.26431 -0.90708 0.17482
H -4.54338 -0.11720 0.63789
H -3.35502 -0.73380 -0.06887
O -2.97749 0.37548 4.57384
H -2.61372 0.60632 3.71908
H -2.25256 0.50343 5.18566
O 2.85994 -0.76364 -2.88766
H 2.81188 -1.49937 -2.27723
H 3.77034 -0.75606 -3.18317
O -2.33603 -2.46159 2.76588
H -2.64565 -1.82769 2.11893
H -1.39210 -2.31108 2.81666
O 3.27710 0.75637 -0.65109
H 2.58692 0.39686 -0.09374
H 3.79904 -0.00398 -0.90736
O -0.07753 -3.90656 -0.33425
H -0.83004 -4.40611 -0.65113
H -0.00281 -3.17248 -0.94399
O 2.27393 -1.37148 1.47398
H 1.55451 -0.81609 1.17360
H 2.02752 -2.25401 1.19713
O -3.46481 1.96269 0.33358
H -2.51785 1.83617 0.27452
H -3.77902 1.84507 -0.56290
O 0.83159 3.01429 3.49619
H 1.74127 2.73472 3.39355
H 0.55528 2.63122 4.32875

HOMO-LUMO gap: 6.266 eV
molecular weight: 516.55 g/mol
net charge: -1
HOMO energy: -5.24 eV

***

run a is the most stable structure; the next one sits 721.3 kcal/mol above it.